1.
The molecule C20H21N5O3. Source: the OMol25 dataset; level of theory: wB97M-V/def2-TZVPD.

CARTESIAN COORDINATES (ANGSTROEM)
C  -1.60477  1.32860  -4.04613
N  -0.45446  0.75569  -3.38229
N  0.07652  1.51423  -2.42444
C  1.11295  1.12493  -1.75643
C  1.56343  2.04970  -0.66792
C  0.83100  1.65173  0.62120
O  1.38630  1.15798  1.57303
N  -0.50307  1.87953  0.52362
C  -1.42592  1.77651  1.58985
C  -2.23516  2.86915  1.85233
C  -3.06406  2.87628  2.96446
C  -3.00432  1.77677  3.80090
N  -2.28708  0.70341  3.53710
C  -1.53589  0.64355  2.43459
N  -0.87954  -0.53301  2.22512
C  -0.70191  -1.13886  0.92456
C  0.60509  -1.93748  0.92672
O  0.59948  -2.91568  1.93735
C  0.43153  -2.30987  3.20106
C  -0.88368  -1.53205  3.27486
C  1.73394  -0.15337  -1.99035
C  2.83703  -0.64144  -1.27876
C  3.35651  -1.88200  -1.57162
C  2.79812  -2.66885  -2.57713
C  1.71198  -2.20905  -3.28630
C  1.17135  -0.95461  -3.00117
C  0.00692  -0.49003  -3.75994
O  -0.53952  -1.11829  -4.64871
H  -1.81826  0.71810  -4.92125
H  -1.38179  2.35291  -4.34052
H  -2.46793  1.32497  -3.37866
H  1.29742  3.07392  -0.93050
H  2.63577  1.98484  -0.49948
H  -0.81575  2.39597  -0.28914
H  -2.18875  3.72811  1.19612
H  -3.70009  3.71831  3.18237
H  -3.57346  1.73353  4.72006
H  -0.68217  -0.38970  0.13616
H  -1.53696  -1.83038  0.72801
H  0.73569  -2.46658  -0.01941
H  1.44243  -1.24332  1.08457
H  0.44343  -3.11941  3.93234
H  1.26608  -1.62074  3.39473
H  -0.98144  -1.02869  4.23468
H  -1.72900  -2.22215  3.14528
H  3.27535  -0.05124  -0.49008
H  4.20536  -2.25035  -1.01545
H  3.21840  -3.63858  -2.79607
H  1.25292  -2.79302  -4.06933

Properties
Lowest unoccupied orbital energy   -0.015 eV
Highest occupied orbital energy   -7.8 eV
Net charge   0

2.
A structure of composition C31H25N3O4Pb. Source: the OMol25 dataset; level of theory: wB97M-V/def2-TZVPD.

CARTESIAN COORDINATES (ANGSTROEM)
Pb  0.21543  0.09729  -0.17118
O  0.38837  7.39244  0.09329
C  1.33748  6.67864  -0.25264
O  2.47465  6.94133  -0.67555
C  1.08249  5.17831  -0.11882
C  1.94217  4.38378  0.64197
C  1.73168  3.03022  0.72313
N  0.74424  2.41211  0.06130
C  -0.10749  3.17157  -0.64689
C  0.01271  4.54082  -0.73877
C  -1.16740  2.40380  -1.39361
O  -2.20701  2.89888  -1.74088
O  -0.84211  1.14639  -1.65527
H  2.77911  4.84147  1.15178
H  2.36031  2.40644  1.34039
H  -0.72506  5.10377  -1.29363
C  -0.16423  0.85549  4.21349
C  -1.41938  0.35433  4.51402
C  -2.19486  -0.21771  3.52098
C  -1.72537  -0.31300  2.20934
C  -0.47037  0.22020  1.90845
C  0.29890  0.79993  2.90637
C  -2.55050  -0.97122  1.15511
C  -3.69926  -1.72934  1.49952
C  -4.39806  -2.35413  0.51700
C  -3.98870  -2.23570  -0.82913
C  -4.68155  -2.87335  -1.88360
C  -4.25121  -2.73396  -3.16999
C  -3.10907  -1.95311  -3.44501
C  -2.41540  -1.33234  -2.44496
C  -2.84587  -1.45598  -1.10454
N  -2.14667  -0.85309  -0.09127
H  0.44665  1.30157  4.98695
H  -1.80247  0.41557  5.52367
H  -3.18312  -0.56897  3.77950
H  1.26370  1.22924  2.67614
H  -4.00161  -1.82924  2.52916
H  -5.26676  -2.95594  0.75475
H  -5.55527  -3.46802  -1.64811
H  -4.78135  -3.21541  -3.98031
H  -2.78236  -1.83272  -4.46938
H  -1.56728  -0.70761  -2.67417
C  3.49771  1.33055  -1.21673
N  2.98894  0.14473  -0.51815
C  3.80230  -0.17374  0.66004
C  3.03330  -1.00175  -1.42544
C  2.23376  -2.15825  -0.89794
C  2.78092  -3.43382  -0.83522
C  1.99829  -4.51327  -0.45674
C  0.65991  -4.32207  -0.16048
C  0.10125  -3.04887  -0.20834
C  0.89924  -1.97116  -0.56354
H  4.47323  1.11994  -1.67237
H  3.60927  2.16599  -0.53123
H  2.79796  1.62175  -1.99978
H  4.81022  -0.49070  0.36198
H  3.33999  -0.98423  1.22471
H  3.90146  0.69423  1.30544
H  4.07433  -1.30874  -1.59636
H  2.62306  -0.69539  -2.39160
H  3.82393  -3.57854  -1.09185
H  2.43238  -5.50254  -0.40046
H  0.03660  -5.16352  0.11315
H  -0.94615  -2.93333  0.02232

Properties
Lowest unoccupied orbital energy   -1.064 eV
Highest occupied orbital energy   -7.5 eV
Net charge   0

3.
The molecule C8H8N2O2 in a non-equilibrium geometry. Source: the OMol25 dataset; level of theory: wB97M-V/def2-TZVPD.

CARTESIAN COORDINATES (ANGSTROEM)
H  1.58880  2.77208  0.60811
N  0.64124  2.62916  0.50468
C  0.18144  1.52796  0.15971
C  -1.25862  1.22346  -0.09995
O  -2.09962  2.01329  -0.39592
C  -1.52434  -0.24795  0.01755
C  -2.76897  -0.79182  -0.69744
C  -1.54120  -0.45943  1.42116
N  -1.44837  -0.53633  2.55475
C  -0.12758  -0.84745  -0.63714
O  -0.01184  -1.86838  -1.23878
C  0.95288  0.27832  -0.31009
C  1.94347  -0.25727  0.68151
H  -3.48853  0.04462  -1.03022
H  -3.30854  -1.48869  0.04697
H  -2.43880  -1.54720  -1.51483
H  1.51547  0.53220  -1.24161
H  1.87872  -1.42031  0.69270
H  1.80811  0.01818  1.82467
H  3.01794  0.00913  0.44415

Properties
Lowest unoccupied orbital energy   -0.865 eV
Highest occupied orbital energy   -10.2 eV
Net charge   0

4.
A structure of composition C2HF6IrNO5S2 in a non-equilibrium geometry. Source: the OMol25 dataset; level of theory: wB97M-V/def2-TZVPD.

CARTESIAN COORDINATES (ANGSTROEM)
Ir  -0.48132  0.04835  -2.11348
N  0.38583  0.06566  1.26197
S  1.57101  0.28473  0.23506
O  2.78217  -0.38454  0.65988
O  1.19748  0.10171  -1.19670
C  1.91464  2.11747  0.36005
F  2.37702  2.38632  1.56293
F  0.80411  2.79239  0.14223
F  2.81625  2.43006  -0.54909
S  -1.13702  -0.23840  0.93207
O  -2.01256  0.36585  1.91704
C  -1.27030  -2.08681  1.18217
F  -0.57986  -2.70786  0.24543
F  -0.79531  -2.39782  2.36992
F  -2.54118  -2.42739  1.10322
O  -1.47046  0.18726  -3.57751
H  -1.99679  -0.49566  -3.99197
O  -1.56370  -0.04134  -0.54322

Properties
Lowest unoccupied orbital energy (spin up / spin down)   -3.841 / -8.111 eV
Highest occupied orbital energy (spin up / spin down)   -14.7 / -16.3 eV
Net charge   +1
Spin multiplicity   5

5.
The molecule C4H8O2. Source: the OMol25 dataset; level of theory: wB97M-V/def2-TZVPD.

CARTESIAN COORDINATES (ANGSTROEM)
C  -2.19898  -0.16989  0.67426
C  -1.16393  0.06913  -0.40437
O  0.12495  0.09291  0.22938
C  1.15996  0.33270  -0.59292
C  2.47592  0.32726  0.14142
O  1.03923  0.51055  -1.78229
H  -2.05061  -1.14287  1.15239
H  -2.14192  0.60485  1.44452
H  -3.20226  -0.14986  0.23706
H  -1.17135  -0.72145  -1.16187
H  -1.31870  1.02193  -0.92142
H  2.33926  0.31786  1.22330
H  3.05822  1.20162  -0.15850
H  3.03700  -0.56168  -0.16143

Properties
Lowest unoccupied orbital energy   0.984 eV
Highest occupied orbital energy   -10.4 eV
Net charge   0

6.
The molecule C5H2 in a non-equilibrium geometry. Source: the OMol25 dataset; level of theory: wB97M-V/def2-TZVPD.

CARTESIAN COORDINATES (ANGSTROEM)
C  1.81486  -0.72453  -0.15706
C  1.48442  0.47251  0.52317
C  0.42223  -0.57115  -0.05185
C  0.25323  0.98928  -0.29316
C  -0.87493  -0.01539  -0.04363
H  -1.64170  -0.20384  -0.88770
H  -1.45811  0.05312  0.91022

Properties
Lowest unoccupied orbital energy (spin up / spin down)   -1.554 / -1.551 eV
Highest occupied orbital energy (spin up / spin down)   -8.8 / -8.8 eV
Net charge   0

7.
A cluster of 2 separate species, C2H5ClNO2S in total in a non-equilibrium geometry. Source: the OMol25 dataset; level of theory: wB97M-V/def2-TZVPD.

CARTESIAN COORDINATES (ANGSTROEM)
C  0.82695  1.08224  -0.15231
C  1.02080  -0.44297  -0.02237
N  -0.02525  -1.19515  -0.67552
O  -1.37334  -1.71503  1.49859
O  -2.27769  -2.25780  -0.82985
S  -1.33920  -1.53403  0.04746
Cl  -2.03828  3.02109  0.54438
H  1.75525  1.70714  -0.12779
H  0.61807  1.34998  -1.14720
H  -0.06421  1.40408  0.38700
H  1.80400  -0.84126  -0.65026
H  1.09292  -0.57828  1.12786

Properties
Lowest unoccupied orbital energy   1.569 eV
Highest occupied orbital energy   -4.0 eV
Net charge   -1

8.
A structure of composition C32H39Cl2NO8PS2Ti. Source: the OMol25 dataset; level of theory: wB97M-V/def2-TZVPD.

CARTESIAN COORDINATES (ANGSTROEM)
Ti  0.73555  -0.03238  -0.39466
C  1.01481  -5.82352  -1.18278
C  2.13627  -4.80351  -0.99719
C  2.32584  -4.02651  -2.30137
C  1.93509  -3.88063  0.19821
C  2.75255  -2.76673  0.37156
C  2.65250  -1.95279  1.49697
C  1.69893  -2.20297  2.47750
C  1.58981  -1.33406  3.69780
C  0.84835  -3.28760  2.28594
C  0.97491  -4.11744  1.18160
H  1.22420  -6.44591  -2.05466
H  0.06026  -5.32271  -1.34583
H  0.90841  -6.48808  -0.32375
H  3.05700  -5.36994  -0.80418
H  1.45401  -3.40097  -2.50471
H  2.44805  -4.71957  -3.13680
H  3.19801  -3.37525  -2.28758
H  3.49435  -2.51183  -0.37482
H  3.31476  -1.09945  1.59670
H  1.94062  -1.86915  4.58467
H  0.55133  -1.04759  3.86842
H  2.19217  -0.43239  3.58350
H  0.06159  -3.47417  3.00791
H  0.28552  -4.94451  1.07838
Cl  -4.93282  -1.30560  -4.52453
C  -3.62323  -1.28549  -3.37739
C  -3.44526  -2.38670  -2.54582
C  -2.39423  -2.36310  -1.64492
Cl  -2.20792  -3.68037  -0.54659
C  -1.50084  -1.29060  -1.55172
O  -0.50493  -1.34217  -0.68114
C  -1.73917  -0.14201  -2.37055
C  -1.00629  1.05507  -2.26431
O  -0.04544  1.27496  -1.40105
C  -2.81009  -0.18630  -3.29818
H  -4.11043  -3.23571  -2.58684
H  -1.25494  1.88977  -2.91395
H  -2.98944  0.66791  -3.93758
C  1.27635  2.85065  3.30879
C  -0.17285  3.09022  2.91835
C  -0.29252  3.63479  1.50153
C  -0.85600  4.03477  3.90111
O  -0.88276  1.83233  3.09095
P  -1.00621  0.57105  2.13673
O  -1.45587  -0.59136  2.91130
O  0.34232  0.45688  1.37036
O  -2.01042  1.00092  0.96229
C  -3.45843  1.00440  1.11790
C  -3.85110  1.56311  2.48005
C  -3.98081  -0.41550  0.94498
C  -3.95818  1.91389  0.00501
H  1.85281  3.77155  3.20601
H  1.72053  2.10367  2.65091
H  1.33185  2.50710  4.34290
H  0.11497  4.64727  1.47799
H  -1.33847  3.67165  1.19209
H  0.27358  3.03680  0.79232
H  -0.30986  4.97815  3.95313
H  -0.87889  3.58524  4.89410
H  -1.87984  4.24256  3.58610
H  -3.47870  0.92465  3.28128
H  -4.93932  1.60964  2.54636
H  -3.44927  2.56786  2.61641
H  -3.50177  -1.07665  1.66588
H  -3.77161  -0.77317  -0.06270
H  -5.06193  -0.43554  1.09869
H  -3.51421  2.90590  0.10423
H  -5.04457  2.00687  0.05527
H  -3.68762  1.50301  -0.96640
O  3.71560  -0.84097  -3.09910
S  2.60525  -0.13484  -2.52551
O  1.28919  -0.74400  -2.73280
N  2.64802  0.09389  -0.91518
C  3.00840  1.42194  -0.57579
S  3.55396  1.85480  0.94817
C  2.94706  2.26587  -1.74561
C  3.14885  3.65210  -1.83333
C  3.03908  4.26970  -3.06075
C  2.75057  3.55052  -4.22850
C  2.57997  2.17526  -4.16740
C  2.67540  1.56891  -2.93175
H  3.37987  4.20596  -0.93300
H  3.18117  5.34187  -3.12750
H  2.67467  4.06688  -5.17607
H  2.38187  1.58938  -5.05607

Properties
Lowest unoccupied orbital energy (spin up / spin down)   2.346 / 1.726 eV
Highest occupied orbital energy (spin up / spin down)   -3.3 / -5.4 eV
Net charge   -1
Spin multiplicity   3